1.
Here is an isolated molecule of C28H31N3O6 from the Open Molecules 2025 dataset. Energies are from wB97M-V/def2-TZVPD.

The geometry in XYZ format:
```
68
C28H31N3O6 | the Open Molecules 2025 dataset | wB97M-V/def2-TZVPD
O -0.64 -2.99 -0.42
O 8.67 1.35 -0.49
O 3.89 1.86 -1.16
O 9.49 -0.56 1.06
O -8.66 0.82 0.40
O -7.04 0.37 2.76
N -3.07 0.73 0.27
N -2.23 -1.36 -0.65
N 4.04 -0.02 0.13
C -0.87 0.50 -0.74
C -5.17 0.54 1.44
C -2.32 0.10 -0.78
C 5.42 -0.14 0.36
C -9.39 1.09 -0.78
C 1.30 -0.56 -0.56
C -5.29 -3.25 -1.89
C 1.89 0.70 -0.62
C -6.58 1.03 -0.85
C -0.07 -0.64 -0.62
C 6.35 0.72 -0.22
C 8.29 2.41 -1.34
C -4.09 -2.32 -1.97
C 7.70 0.56 0.03
C 3.37 0.91 -0.60
C 1.09 1.84 -0.76
C -3.39 -2.21 -0.62
C -5.20 0.99 -0.90
C -8.42 0.51 3.05
C 7.21 -1.33 1.44
C -4.47 0.73 0.25
C -0.95 -1.83 -0.55
C 9.99 -1.58 1.88
C 8.14 -0.48 0.87
C -7.29 0.82 0.33
C -0.29 1.75 -0.82
C 5.86 -1.17 1.19
C -6.55 0.58 1.51
H -4.09 -1.84 0.13
H -9.02 -0.24 2.53
H -6.01 -2.88 -1.16
H -4.64 0.35 2.36
H 5.14 -1.84 1.64
H 5.99 1.51 -0.86
H -2.70 0.52 1.19
H 9.22 2.90 -1.63
H -4.71 1.19 -1.84
H -3.38 -2.69 -2.71
H 1.58 2.80 -0.83
H -8.49 0.35 4.13
H -7.12 1.22 -1.76
H -2.77 0.36 -1.74
H 7.65 3.12 -0.82
H 1.88 -1.47 -0.50
H -4.98 -4.25 -1.58
H -5.78 -3.32 -2.85
H 3.48 -0.72 0.60
H 11.07 -1.45 1.88
H -8.78 1.50 2.80
H -10.44 1.06 -0.48
H -9.16 2.08 -1.18
H -9.21 0.33 -1.55
H -0.90 2.64 -0.91
H 9.75 -2.57 1.49
H 9.62 -1.49 2.91
H 7.52 -2.14 2.08
H -3.03 -3.20 -0.31
H -4.43 -1.33 -2.28
H 7.78 2.04 -2.23
```

Computed properties:
**ΔE to the lowest compared entry with this formula, charge and spin**: 1.1285 eV
**Charge**: 0

=====

2.
Here is a structure of composition C28H32Cl3GeIN3O2Ti from the Open Molecules 2025 dataset. Energies are from wB97M-V/def2-TZVPD.

The geometry in XYZ format:
```
71
C28H32Cl3GeIN3O2Ti | the Open Molecules 2025 dataset | wB97M-V/def2-TZVPD
I -1.11 -2.00 -6.84
Ge 0.22 0.03 1.38
Ti -0.54 0.43 -1.38
Cl -5.52 5.16 1.05
Cl -0.89 3.05 -0.80
Cl -5.03 -0.15 0.28
O 0.06 -1.33 -1.55
O -2.29 0.56 -0.59
N 1.50 0.94 -1.94
N -1.33 0.63 -3.46
N 3.59 0.69 -2.54
C -1.96 1.72 -3.93
C -0.64 1.06 4.00
C 1.09 -2.03 -2.02
C -4.57 3.81 0.56
C 3.41 2.04 -2.34
C 0.42 -2.43 3.00
C 0.80 1.11 4.50
C 0.98 -3.42 -2.13
C -3.04 1.58 -0.23
C 1.95 -2.46 3.01
C 3.33 -2.19 -2.90
C -1.51 -0.36 -5.62
C -1.12 -0.40 -4.30
C 2.29 -1.40 -2.41
C -0.78 1.31 2.49
C -3.27 4.00 0.13
C -0.18 -1.86 1.71
C -2.55 2.89 -0.25
C 2.02 -4.17 -2.62
C -2.17 0.76 -6.11
C -2.40 1.81 -5.24
C 2.11 2.18 -1.98
C -5.12 2.53 0.60
C 2.43 0.04 -2.29
C -4.36 1.44 0.22
C 0.90 0.88 6.00
C 3.21 -3.56 -3.00
C 2.51 -3.06 4.29
H 4.26 -1.74 -3.22
H 0.04 -3.88 -1.83
H -0.43 2.32 2.24
H 3.60 -3.08 4.27
H -2.91 2.70 -5.57
H 2.16 -4.08 4.42
H 2.20 -2.48 5.16
H -2.49 0.81 -7.14
H 0.05 -3.45 3.13
H 1.93 0.91 6.34
H 1.39 0.35 3.98
H -6.14 2.39 0.94
H -1.23 1.82 4.53
H -1.82 1.23 2.19
H 0.06 -1.87 3.87
H 0.48 -0.09 6.27
H 4.19 2.76 -2.48
H -2.84 4.99 0.10
H 1.92 -5.25 -2.70
H 4.45 0.26 -2.80
H 2.30 -3.03 2.14
H 1.58 3.09 -1.75
H -1.27 -1.95 1.71
H 1.24 2.07 4.23
H 0.35 1.65 6.54
H 2.34 -1.45 2.88
H -2.12 2.52 -3.23
H 4.03 -4.15 -3.39
H 1.72 0.36 1.21
H 0.19 -2.43 0.85
H -1.08 0.10 4.26
H -0.62 -1.26 -3.88
```

Computed properties:
**Multiplicity**: 3
**Expectation value of S²**: 2.004
**ΔE to the lowest compared entry with this formula, charge and spin**: 0.1093 eV
**Charge**: +1

=====

3.
Here is a structure of composition C28H32MnN5O4SSi from the Open Molecules 2025 dataset. Energies are from wB97M-V/def2-TZVPD.

The geometry in XYZ format:
```
72
C28H32MnN5O4SSi | the Open Molecules 2025 dataset | wB97M-V/def2-TZVPD
Mn -0.67 -1.15 0.60
S -2.79 -3.48 -3.18
Si 0.94 -0.22 3.38
O -4.88 -0.42 0.43
O -0.33 -2.95 1.28
O -2.85 -1.31 0.70
O 1.65 -1.01 -0.91
N -1.42 -2.19 -1.46
N -1.88 0.77 1.99
N -0.96 0.47 -0.95
N 1.04 -0.20 1.66
N -2.30 1.22 -2.58
C 3.64 0.32 -0.91
C 2.14 0.28 1.05
C 0.53 1.50 4.10
C -3.70 -0.39 0.78
C -1.78 0.14 -1.92
C -2.83 -1.77 -3.25
C 1.28 0.24 -4.34
C -2.05 -1.26 -2.25
C 4.52 1.20 -0.29
C 1.48 0.26 -2.97
C -1.73 -3.39 -1.83
C 1.25 -2.16 -4.32
C -0.41 -1.38 4.00
C 4.21 1.63 0.99
C 2.58 -0.77 4.17
C -1.91 3.71 -2.19
C -0.17 2.72 -0.15
C -0.32 4.07 -0.38
C -1.17 4.56 -1.38
C 1.15 -0.96 -5.02
C -0.92 1.86 -0.95
C -3.19 0.93 1.37
C -1.76 2.35 -1.96
C -1.11 -4.04 1.50
C 3.06 1.19 1.63
C 2.49 -0.09 -0.28
C 1.46 -2.15 -2.95
C 1.56 -0.95 -2.27
H 2.37 -1.44 5.01
H -1.26 5.63 -1.52
H -1.07 -1.71 3.21
H -0.79 -4.93 0.91
H -3.08 1.64 0.54
H -3.97 1.33 2.03
H -2.18 -3.87 1.26
H 0.99 -0.97 -6.09
H -1.39 1.65 2.08
H -3.00 1.20 -3.29
H 3.84 -0.05 -1.91
H 1.53 -3.07 -2.38
H -1.08 -4.38 2.55
H 0.04 -2.28 4.42
H 2.85 1.55 2.62
H -0.53 1.60 4.33
H -3.41 -1.26 -3.99
H 0.78 2.31 3.41
H 1.58 1.19 -2.43
H 0.49 2.31 0.61
H 1.16 -3.10 -4.84
H -1.96 0.35 2.91
H 1.21 1.18 -4.87
H 1.07 1.68 5.03
H -2.56 4.09 -2.96
H -0.99 -0.90 4.79
H -1.38 -4.27 -1.31
H 4.86 2.32 1.51
H 5.42 1.52 -0.79
H 3.18 -1.31 3.45
H 0.24 4.77 0.23
H 3.17 0.06 4.55
```

Computed properties:
**Multiplicity**: 6
**Expectation value of S²**: 8.754
**ΔE to the lowest compared entry with this formula, charge and spin**: 0.0000 eV
**Charge**: -1

=====

4.
Here is an isolated molecule of C28H32N2O6 in a non-equilibrium geometry from the Open Molecules 2025 dataset. Energies are from wB97M-V/def2-TZVPD.

The geometry in XYZ format:
```
68
C28H32N2O6 | the Open Molecules 2025 dataset | wB97M-V/def2-TZVPD
O 1.37 4.23 2.00
O 1.48 3.13 -0.56
O 0.56 -0.69 0.83
O 2.68 0.59 -0.27
O 0.22 2.50 2.77
O 2.49 0.97 1.91
N -0.25 -2.88 -1.11
N 0.66 -1.44 -2.46
C -1.28 4.29 0.21
C -1.19 3.13 -0.54
C -0.65 0.68 -0.73
C -2.29 -3.49 0.08
C 2.09 1.21 0.79
C 3.53 -0.48 0.17
C -3.12 -2.76 -0.93
C -2.84 -5.71 3.14
C 1.16 -0.22 -3.02
C -0.90 -3.50 0.01
C -1.65 4.44 -2.55
C 1.06 4.96 3.22
C -2.16 -4.91 2.07
C -0.56 1.85 0.08
C -1.47 5.53 -0.40
C 0.74 -2.68 -3.06
C 0.24 -3.59 -2.21
C -2.90 -4.19 1.12
C 1.37 -4.09 0.88
C -1.46 3.21 -1.91
C -0.77 -4.86 1.98
C 1.03 2.28 0.45
C -0.02 -0.50 -0.29
C 2.83 3.67 -0.62
C 0.10 -1.57 -1.26
C -1.69 5.61 -1.78
C -0.12 -4.16 0.96
C 0.87 2.98 1.86
H -0.92 1.57 1.13
H -1.24 4.23 1.28
H 4.38 -0.12 0.76
H 1.80 -4.63 1.73
H -0.13 -5.36 2.71
H 1.76 -4.55 -0.03
H -1.81 4.49 -3.63
H 3.82 -1.04 -0.73
H 1.82 -0.51 -3.84
H 1.20 -2.78 -4.03
H 0.88 5.98 2.86
H 3.10 4.19 0.30
H -3.54 -6.44 2.72
H -3.99 -4.17 1.16
H 1.69 -3.04 0.93
H 1.93 4.87 3.87
H 0.23 -4.67 -2.27
H -3.03 -1.67 -0.83
H 2.76 4.40 -1.43
H 1.74 0.37 -2.30
H -2.86 -3.04 -1.95
H 2.92 -1.12 0.82
H -2.12 -6.25 3.76
H -1.26 0.64 -1.64
H -4.18 -3.02 -0.78
H 0.33 0.41 -3.39
H -1.53 6.44 0.20
H 0.18 4.50 3.68
H 3.58 2.92 -0.91
H -1.48 2.32 -2.51
H -1.72 6.59 -2.25
H -3.43 -5.08 3.81
```

Computed properties:
**ΔE to the lowest compared entry with this formula, charge and spin**: 2.3926 eV
**Charge**: 0

=====

5.
Here is a cluster of 2 separate species, C28H32N3 in total in a non-equilibrium geometry from the Open Molecules 2025 dataset. Energies are from wB97M-V/def2-TZVPD.

The geometry in XYZ format:
```
63
C28H32N3 | the Open Molecules 2025 dataset | wB97M-V/def2-TZVPD
N -0.21 6.38 1.28
N 0.71 -0.89 2.97
N -4.36 3.31 -2.76
C -0.89 8.36 -0.19
C -5.57 3.81 -3.41
C -1.27 4.75 0.11
C -2.59 0.57 -4.62
C -1.52 0.44 -3.73
C -1.43 -2.25 3.42
C 1.45 0.39 3.09
C -3.80 3.83 -1.62
C -3.55 2.26 -3.23
C -3.61 1.47 -4.38
C -1.51 6.02 -0.54
C 3.05 -1.48 3.27
C 0.64 7.03 2.28
C -1.57 8.68 -1.34
C 2.95 0.05 3.10
C -2.17 6.38 -1.72
C 1.60 -2.00 3.37
C -0.45 5.03 1.21
C -0.85 7.02 0.21
C -1.65 3.46 -0.32
C -2.61 3.16 -1.33
C -2.20 7.70 -2.11
C -0.69 -0.98 3.07
C -1.45 1.21 -2.60
C -2.93 -1.95 3.20
C -2.47 2.13 -2.34
C -2.98 -0.42 3.07
C -1.56 0.03 2.87
H -1.09 2.64 0.09
H -2.61 -0.03 -5.51
H -3.38 0.03 4.00
H 0.22 6.87 3.28
H 0.70 8.10 2.10
H 1.18 1.06 2.26
H -4.42 1.58 -5.08
H -3.56 -2.34 4.01
H 1.14 0.89 4.01
H -1.27 1.01 2.55
H 3.47 0.58 3.91
H 3.56 -1.94 2.41
H -3.63 -0.09 2.25
H -1.24 -2.52 4.46
H -0.06 4.31 1.91
H -6.42 3.72 -2.74
H -1.62 9.71 -1.66
H 3.63 -1.75 4.16
H -5.45 4.86 -3.67
H -0.73 -0.25 -3.96
H -1.08 -3.10 2.81
H -4.22 4.64 -1.05
H 1.64 6.61 2.26
H -0.61 1.14 -1.93
H -2.65 5.63 -2.32
H -3.28 -2.42 2.27
H 3.43 0.37 2.17
H -0.40 9.11 0.40
H 1.35 -2.29 4.39
H -5.78 3.25 -4.32
H -2.70 7.97 -3.02
H 1.42 -2.87 2.73
```

Computed properties:
**ΔE to the lowest compared entry with this formula, charge and spin**: 0.8743 eV
**Charge**: +1

=====

6.
Here is a structure of composition C28H32N3O4PbS2Te from the Open Molecules 2025 dataset. Energies are from wB97M-V/def2-TZVPD.

The geometry in XYZ format:
```
71
C28H32N3O4PbS2Te | the Open Molecules 2025 dataset | wB97M-V/def2-TZVPD
Pb -1.50 2.91 2.26
Te 1.10 -0.09 1.21
S -1.91 1.36 4.66
S -2.65 0.47 1.89
O -1.30 2.83 -0.34
O -3.68 5.39 -1.07
O -2.92 4.59 0.88
O 1.22 4.02 2.44
N 0.73 2.02 1.58
N -4.72 -2.48 2.65
N -3.69 -1.27 6.65
C 4.19 -5.73 -0.13
C 3.51 -4.42 0.14
C -3.59 -1.02 5.53
C 2.73 -4.24 1.28
C -2.74 0.27 3.62
C 2.08 -3.04 1.55
C 2.19 -1.98 0.63
C 3.07 2.54 2.16
C 3.18 -1.01 -1.47
C -2.39 3.37 -1.10
C -0.25 1.06 -2.82
C -1.21 -1.99 0.01
C -1.27 0.17 -3.09
C 1.26 -2.95 2.81
C -2.08 0.29 -4.35
C 0.16 0.03 -0.69
C -1.88 3.76 -2.48
C 3.62 -3.35 -0.73
C 0.47 1.02 -1.63
C 1.54 2.04 -1.41
C 2.98 -2.14 -0.50
C -4.15 -1.72 3.30
C -1.55 -0.81 -2.15
C -3.06 4.59 -0.37
C 1.59 2.89 2.07
C -3.48 -0.79 4.14
C -0.84 -0.90 -0.95
C -3.41 2.24 -1.19
H -1.98 -2.63 -0.43
H -2.61 -0.64 -4.57
H 2.50 1.58 -1.17
H -2.34 -1.52 -2.34
H -2.83 1.08 -4.26
H 3.60 -0.14 -0.96
H -4.30 2.59 -1.70
H 4.83 -6.02 0.71
H -0.01 1.84 -3.53
H -1.59 -1.57 0.94
H 2.23 -0.70 -1.91
H -1.51 2.88 -3.01
H 3.47 -6.53 -0.28
H 0.22 -2.72 2.60
H -0.34 -2.61 0.25
H -2.98 1.40 -1.74
H 2.63 -5.06 1.99
H 1.62 -2.17 3.48
H 3.48 2.36 1.16
H -3.68 1.90 -0.20
H 3.23 1.64 2.74
H 4.23 -3.46 -1.63
H -0.59 3.47 -0.33
H 3.86 -1.30 -2.26
H -2.67 4.24 -3.04
H 1.29 2.69 -0.57
H 1.31 -3.90 3.35
H 3.59 3.38 2.63
H -1.06 4.48 -2.39
H 1.67 2.64 -2.31
H 4.82 -5.67 -1.02
H -1.45 0.53 -5.21
```

Computed properties:
**Multiplicity**: 2
**Expectation value of S²**: 0.763
**Charge**: -2

=====

7.
Here is a structure of composition C28H32N4O4 in a non-equilibrium geometry from the Open Molecules 2025 dataset. Energies are from wB97M-V/def2-TZVPD.

The geometry in XYZ format:
```
68
C28H32N4O4 | the Open Molecules 2025 dataset | wB97M-V/def2-TZVPD
O -0.62 1.95 1.69
O 0.88 -1.61 1.45
O 0.27 6.16 2.49
O 0.89 4.99 -0.81
N -1.10 -2.31 1.27
N 1.18 3.86 1.05
N -0.02 0.65 -0.02
N -1.65 -2.22 -2.99
C 2.99 -0.15 -4.90
C 2.66 -0.50 -2.35
C -1.16 -1.75 -1.70
C 1.84 -0.33 -1.22
C 0.41 6.10 1.31
C -1.06 -0.35 0.07
C -3.51 -0.67 -2.75
C -2.84 -0.27 -1.41
C 2.16 -0.01 -3.61
C -0.36 8.03 1.74
C -2.93 -1.60 -3.34
C -0.76 2.27 -2.30
C 1.10 0.90 -3.65
C 0.74 -5.61 3.57
C 0.09 7.34 2.86
C -0.32 -1.38 0.91
C 0.38 1.23 -2.37
C 0.23 -5.95 2.20
C 0.63 4.96 0.38
C 0.59 0.53 -1.10
C 1.25 2.59 0.72
C -0.15 -4.53 1.20
C -1.04 -3.61 2.20
C 0.22 1.73 0.63
C -1.59 -0.72 -0.98
C 0.05 7.40 0.75
C -0.33 -4.82 4.28
C -0.62 -3.26 3.40
H 0.91 1.61 -4.33
H -0.56 9.15 1.77
H -3.13 0.51 -0.86
H -1.03 2.54 -3.31
H 0.68 3.91 1.94
H 1.51 2.65 -0.54
H -1.33 2.04 -1.60
H 0.84 -3.97 1.16
H 2.92 0.77 -5.44
H -1.73 -4.37 2.15
H -0.30 3.25 -2.13
H -0.21 -2.22 -1.47
H -4.57 -0.26 -3.01
H 0.39 -2.83 3.30
H 0.28 -4.52 5.13
H 1.76 -5.13 3.48
H -1.23 -2.68 4.00
H 1.94 -0.87 -0.45
H -0.35 -4.59 0.22
H -1.31 -5.19 4.38
H 0.06 7.71 -0.37
H 3.19 -1.26 -2.53
H -3.15 -2.06 -4.50
H 0.96 -6.54 4.09
H -2.25 -2.19 1.04
H 0.07 7.58 3.87
H 2.59 -1.00 -5.56
H -1.73 0.21 0.85
H 3.98 -0.38 -4.64
H -0.83 -6.58 2.04
H 0.89 -6.44 1.46
H 2.25 2.13 1.17
```

Computed properties:
**ΔE to the lowest compared entry with this formula, charge and spin**: 24.0266 eV
**Charge**: 0

=====

no.,E (hartree)
1,-1701.28439
2,-6005.48424
3,-3499.82124
4,-1647.03554
5,-1250.17290
6,-2808.72711
7,-1605.37666